C2H5O2S | wB97M-V/def2-TZVPD

```
10
Properties=species:S:1:pos:R:3:nbo_charge:R:1
C 0.432 -1.646 0.308 -0.961
C 0.924 1.820 -0.167 0.247
O 2.019 2.306 -0.411 -0.634
O -1.557 0.220 -0.857 -0.994
S 0.014 -0.571 -0.929 0.379
H 0.708 -1.241 1.240 0.150
H -0.347 -2.386 0.478 0.158
H 0.499 1.414 0.878 0.099
H -1.869 0.490 -1.711 0.453
H 0.126 2.073 -0.784 0.101
```

- ΔE to the lowest compared entry with this formula, charge and spin (kcal/mol) = 92.8
- maximum force (eV/A) = 2.52
- total charge = -1
- Kohn-Sham gap (eV) = 6.74

=====

C5H10OS | wB97M-V/def2-TZVPD

```
17
Properties=species:S:1:pos:R:3:nbo_charge:R:1
O 2.247 1.989 1.861 -0.506
C 1.538 1.462 1.049 0.437
C 1.034 0.045 1.072 -0.526
C -0.494 -0.069 1.080 -0.404
C -1.155 0.643 -0.120 -0.518
S -0.303 0.404 -1.730 0.159
C -0.560 -1.380 -1.960 -0.756
H 1.359 1.913 0.046 0.103
H 1.517 -0.635 1.779 0.230
H 1.397 -0.400 0.138 0.231
H -0.808 -1.107 1.178 0.211
H -0.775 0.465 1.992 0.214
H -2.116 0.218 -0.323 0.229
H -0.958 1.694 0.074 0.229
H -1.224 -1.467 -2.815 0.224
H 0.362 -1.902 -2.187 0.225
H -1.062 -1.874 -1.136 0.219
```

- SMILES string = CSCCCC=O
- ΔE to the lowest compared entry with this formula, charge and spin (kcal/mol) = 23.5
- maximum force (eV/A) = 2.23
- Kohn-Sham gap (eV) = 9.45

=====

C7H14AlBeN2O2S | wB97M-V/def2-TZVPD

```
28
Properties=species:S:1:pos:R:3:nbo_charge:R:1
O 2.356 -1.819 0.219 -0.718
C 3.752 -1.371 0.042 -0.090
C 3.903 0.232 -0.332 -0.468
C 2.508 0.948 -0.810 -0.661
Al 1.168 1.291 0.745 1.195
C -0.304 2.524 -0.087 -0.702
C -1.803 1.851 -0.009 -0.569
S -2.129 0.602 -1.418 0.353
C -3.399 -0.572 -0.636 0.287
N -4.608 0.166 -0.086 -0.210
N -5.360 -0.873 0.442 -0.215
C -4.673 -2.227 0.256 0.226
O -3.375 -2.032 -0.453 -0.423
H 2.368 -2.765 0.554 0.496
H 4.221 -2.058 -0.810 0.202
H 4.325 -1.599 1.046 0.198
H 4.635 0.270 -1.273 0.289
H 4.477 0.826 0.524 0.265
H 1.944 0.333 -1.632 0.274
H 2.766 2.025 -1.238 0.253
H 1.855 2.095 1.953 -0.272
H 0.570 -0.042 1.359 -0.273
H 0.013 2.819 -1.199 0.256
H -0.311 3.491 0.613 0.288
H -2.680 2.627 0.060 0.310
H -1.821 1.183 0.980 0.283
H -5.138 -3.246 0.665 0.023
Be -5.260 -4.682 0.525 0.403
```

- ΔE to the lowest compared entry with this formula, charge and spin (kcal/mol) = 139.0
- maximum force (eV/A) = 8.25
- total charge = +1
- Kohn-Sham gap (eV) = 1.91